[1]
Here is a structure of composition C36H24F3N5O4PdSb from the OMol25 dataset. Energies are from ωB97M-V/def2-TZVPD.

Each line ends with the Löwdin charge.
Element x y z (Å)
Pd  -0.42  -0.91  0.36  0.978
O  4.14  -3.80  0.65  0.047
C  3.22  -4.73  0.33  -0.272
C  3.68  -6.03  0.12  -0.026
C  2.79  -7.03  -0.20  -0.097
C  1.43  -6.77  -0.32  -0.098
C  0.98  -5.48  -0.11  -0.023
C  1.85  -4.44  0.21  -0.071
C  1.30  -3.08  0.42  -0.437
O  0.04  -2.92  0.28  -0.121
N  2.13  -2.13  0.75  0.066
N  1.44  -0.92  0.87  -0.088
C  2.14  0.12  1.15  -0.043
C  1.64  1.44  1.39  -0.173
C  2.55  2.49  1.50  -0.047
C  2.13  3.78  1.74  -0.103
C  0.76  4.02  1.88  -0.086
C  -0.15  3.00  1.79  -0.015
C  0.26  1.68  1.54  -0.358
O  -0.62  0.71  1.52  -0.312
H  3.67  -2.95  0.79  0.059
H  4.74  -6.22  0.22  0.111
H  3.16  -8.04  -0.37  0.097
H  0.73  -7.56  -0.58  0.093
H  -0.07  -5.23  -0.21  0.111
H  3.21  -0.05  1.23  0.139
H  3.60  2.27  1.38  0.111
H  2.85  4.59  1.81  0.091
H  0.41  5.03  2.07  0.098
H  -1.21  3.18  1.91  0.084
F  -6.52  3.29  4.53  0.042
C  -5.77  2.76  3.54  -0.286
C  -4.87  3.57  2.88  -0.015
C  -4.10  3.00  1.87  -0.134
C  -4.21  1.66  1.53  -0.392
C  -5.13  0.88  2.23  -0.128
C  -5.92  1.42  3.24  -0.008
Sb  -2.94  0.88  -0.01  1.548
C  -4.56  0.30  -1.30  -0.385
C  -4.25  -0.40  -2.47  -0.138
C  -5.23  -0.80  -3.36  -0.009
C  -6.54  -0.47  -3.08  -0.289
F  -7.51  -0.86  -3.94  0.038
C  -6.90  0.24  -1.96  -0.020
C  -5.90  0.63  -1.07  -0.116
C  -2.85  -1.09  0.94  -0.430
C  -2.61  -1.23  2.32  -0.135
C  -2.61  -2.46  2.93  -0.004
C  -2.82  -3.59  2.14  -0.277
F  -2.79  -4.80  2.74  0.053
C  -3.04  -3.52  0.79  -0.009
C  -3.05  -2.26  0.19  -0.128
H  -4.79  4.61  3.15  0.115
H  -3.40  3.64  1.34  0.087
H  -5.24  -0.17  2.00  0.107
H  -6.64  0.82  3.79  0.116
H  -3.21  -0.64  -2.70  0.071
H  -4.99  -1.35  -4.26  0.119
H  -7.94  0.49  -1.79  0.112
H  -6.19  1.19  -0.20  0.085
H  -2.44  -0.34  2.92  0.104
H  -2.43  -2.58  3.99  0.118
H  -3.18  -4.42  0.21  0.122
H  -3.23  -2.19  -0.87  0.082
N  1.56  2.53  -3.53  0.146
C  1.00  1.54  -2.75  -0.545
O  1.17  1.53  -1.53  0.010
C  0.24  0.53  -3.46  -0.214
C  0.04  0.60  -4.85  -0.277
N  -0.14  0.72  -5.99  0.094
C  -0.35  -0.49  -2.72  -0.220
N  -0.85  -1.31  -2.06  0.106
H  1.33  2.62  -4.51  0.075
H  1.99  3.29  -3.05  0.093

Output
* E: -2628.79392 hartree
* total charge: -1
* ΔE to the lowest compared entry with this formula, charge and spin: 1.649 eV
* molecular weight: 875.8 Da
* highest occupied orbital energy (spin up / spin down): -5.06 / -5.06 eV
* orbital gap (spin up / spin down): 6.89 / 6.89 eV

[2]
Here is a structure of composition C36H24F9N6O2Pb from the OMol25 dataset. Energies are from ωB97M-V/def2-TZVPD.

Each line ends with the Löwdin charge.
Element x y z (Å)
Pb  -0.01  -0.18  0.00  1.571
C  3.06  3.25  2.04  -0.005
C  2.35  2.04  1.51  -0.212
N  1.13  2.09  1.12  0.007
N  0.42  3.16  1.02  0.161
C  -0.96  2.93  1.28  -0.398
O  -1.37  1.82  1.59  -0.013
C  -1.83  4.11  1.16  -0.167
C  -1.35  5.36  0.78  -0.025
C  -2.22  6.44  0.68  -0.061
C  -3.57  6.26  0.95  -0.060
C  -4.06  5.01  1.30  -0.059
C  -3.19  3.93  1.41  -0.014
C  3.02  0.70  1.53  -0.208
C  4.29  0.57  2.07  0.005
C  4.84  -0.69  2.21  -0.026
C  4.11  -1.80  1.81  -0.026
C  2.86  -1.58  1.24  -0.118
N  2.33  -0.37  1.11  0.024
H  2.42  4.12  1.94  0.079
H  3.98  3.42  1.48  0.100
H  3.33  3.14  3.09  0.098
H  -0.30  5.49  0.55  0.109
H  -1.85  7.41  0.37  0.109
H  -4.25  7.10  0.87  0.110
H  -5.11  4.87  1.50  0.109
H  -3.55  2.95  1.68  0.120
H  4.84  1.45  2.38  0.115
H  5.83  -0.81  2.64  0.121
H  4.49  -2.80  1.92  0.117
H  2.26  -2.41  0.88  0.109
C  -1.07  -1.15  4.63  -0.026
C  -0.46  -0.71  3.44  -0.121
N  -0.56  -1.36  2.30  0.006
C  -1.31  -2.49  2.23  -0.149
C  -1.99  -2.97  3.36  -0.144
C  -1.84  -2.28  4.58  0.008
C  -2.83  -4.11  3.26  -0.006
C  -3.03  -4.69  2.04  -0.048
C  -2.35  -4.22  0.90  0.011
C  -1.41  -3.19  0.96  -0.184
N  -0.57  -2.77  -0.05  0.064
C  -0.23  -3.40  -1.20  -0.183
C  -0.70  -4.64  -1.68  0.022
C  -0.25  -5.21  -2.87  -0.047
C  0.71  -4.60  -3.62  0.006
C  1.27  -3.37  -3.19  -0.145
C  2.30  -2.73  -3.92  0.019
C  2.83  -1.56  -3.46  -0.020
C  2.31  -1.02  -2.28  -0.117
N  1.36  -1.60  -1.58  0.004
C  0.82  -2.76  -2.00  -0.155
H  -0.95  -0.58  5.55  0.115
H  0.11  0.21  3.43  0.108
H  -2.36  -2.64  5.46  0.127
H  -3.33  -4.48  4.14  0.124
H  -3.72  -5.52  1.93  0.117
H  -2.62  -4.67  -0.04  0.094
H  -1.41  -5.21  -1.11  0.084
H  -0.66  -6.16  -3.18  0.118
H  1.08  -5.05  -4.53  0.126
H  2.65  -3.18  -4.84  0.130
H  3.60  -1.04  -4.00  0.121
H  2.67  -0.07  -1.91  0.119
F  -0.61  3.64  -2.02  0.164
C  -1.35  2.69  -2.60  -0.547
F  -2.27  2.30  -1.70  0.149
F  -1.99  3.25  -3.63  0.179
C  -0.44  1.48  -3.00  -0.356
O  0.36  1.13  -1.99  -0.296
C  -1.35  0.27  -3.39  -0.539
F  -2.30  0.53  -4.28  0.191
F  -1.97  -0.22  -2.28  0.089
F  -0.61  -0.75  -3.87  0.162
C  0.42  1.89  -4.25  -0.547
F  1.09  3.01  -3.98  0.175
F  1.33  0.94  -4.52  0.150
F  -0.29  2.08  -5.36  0.175

Output
* E: -2956.76636 hartree
* total charge: +1
* ΔE to the lowest compared entry with this formula, charge and spin: 0.372 eV
* molecular weight: 950.8 Da
* highest occupied orbital energy (spin up / spin down): -10.47 / -10.89 eV
* orbital gap (spin up / spin down): 5.66 / 5.97 eV

[3]
Here is a structure of composition C36H25Br2N3O4PS5Ti from the OMol25 dataset. Energies are from ωB97M-V/def2-TZVPD.

Each line ends with the Mulliken spin population.
Element x y z (Å)
Ti  0.00  0.00  0.00  0.925
O  -1.00  2.76  3.02  0.008
C  -1.15  2.46  1.80  0.008
O  -0.59  1.50  1.17  0.013
C  -2.07  3.33  0.96  0.008
C  -2.69  4.47  1.51  0.000
C  -3.50  5.28  0.72  0.000
C  -3.69  4.97  -0.63  0.000
C  -3.09  3.84  -1.18  0.000
C  -2.28  3.01  -0.39  0.015
P  -1.45  1.52  -1.02  0.033
C  -2.72  0.46  -1.77  -0.009
C  -2.31  -0.64  -2.55  0.022
C  -3.24  -1.52  -3.11  -0.005
C  -4.60  -1.33  -2.89  0.005
C  -5.03  -0.27  -2.10  -0.003
C  -4.09  0.61  -1.53  0.013
C  -0.50  2.22  -2.41  0.021
C  -0.89  2.19  -3.75  -0.004
C  -0.08  2.73  -4.76  0.007
C  1.14  3.32  -4.43  -0.011
C  1.55  3.37  -3.10  -0.006
C  0.74  2.82  -2.10  -0.013
H  -2.52  4.71  2.56  0.000
H  -3.97  6.16  1.15  0.000
H  -4.31  5.61  -1.25  0.000
H  -3.24  3.62  -2.23  0.000
H  -1.25  -0.83  -2.71  0.020
H  -2.89  -2.37  -3.70  0.001
H  -5.32  -2.03  -3.31  0.002
H  -6.08  -0.13  -1.89  0.000
H  -4.46  1.40  -0.88  0.001
H  -1.85  1.75  -4.04  0.000
H  -0.41  2.69  -5.79  0.000
H  1.77  3.74  -5.21  -0.001
H  2.49  3.82  -2.83  0.002
H  1.07  2.86  -1.06  0.015
C  3.43  -0.57  0.32  -0.009
C  2.54  -1.60  0.92  0.017
C  3.04  -2.70  1.57  0.003
C  2.13  -3.61  2.10  -0.005
C  0.73  -3.41  1.98  -0.006
C  -0.20  -4.32  2.52  0.000
Br  0.30  -5.91  3.45  0.000
C  -1.56  -4.10  2.39  0.001
C  -2.01  -2.96  1.73  -0.004
Br  -3.93  -2.79  1.64  0.000
C  -1.14  -1.98  1.16  -0.019
O  -1.62  -0.95  0.56  -0.025
C  0.27  -2.24  1.31  0.054
N  1.21  -1.38  0.80  0.001
H  4.49  -0.81  0.46  -0.004
H  3.25  0.41  0.78  -0.005
H  3.24  -0.49  -0.76  0.002
H  4.10  -2.87  1.66  0.000
H  2.53  -4.48  2.60  0.000
H  -2.28  -4.80  2.80  0.000
O  0.96  -3.12  -6.40  0.001
C  0.78  -2.61  -5.33  0.002
S  -0.04  -1.14  -5.06  0.001
C  0.11  -1.10  -3.44  -0.009
C  0.72  -2.05  -2.88  0.035
S  0.79  -1.86  -1.25  -0.028
S  1.30  -3.24  -3.84  0.002
S  -0.40  0.01  -2.34  -0.025
S  2.02  1.12  -0.66  0.043
C  3.51  1.76  -1.10  -0.040
N  3.56  3.09  -1.47  -0.006
C  4.71  3.72  -1.84  -0.004
C  5.86  3.06  -1.86  -0.004
C  5.76  1.65  -1.46  -0.012
N  4.68  1.04  -1.10  0.007
H  2.67  3.59  -1.45  0.004
H  4.62  4.77  -2.11  -0.001
H  6.81  3.48  -2.15  -0.001
H  6.71  1.08  -1.47  -0.001
H  0.29  0.01  1.74  -0.027

Output
* E: -10181.30130 hartree
* total charge: -2
* ΔE to the lowest compared entry with this formula, charge and spin: 7.268 eV
* multiplicity: 2
* molecular weight: 962.6 Da
* highest occupied orbital energy (spin up / spin down): -0.19 / -0.22 eV
* orbital gap (spin up / spin down): 4.08 / 4.09 eV